Model a:
This record from the Open Molecules 2025 dataset describes C2H3O3S as an isolated structure. The level of theory is ωB97M-V/def2-TZVPD.

Last column: Löwdin charge in e.
Positions of all 9 atoms, in Å:
S: 0.603 1.686 -0.231  0.6544
O: 0.207 2.854 -1.051  -0.4739
O: 0.658 -0.479 0.452  -0.3933
O: 1.397 2.135 0.886  -0.4453
C: 1.248 -0.061 -0.811  -0.2769
C: -0.601 -0.001 0.489  -0.2484
H: 2.402 -0.159 -0.654  0.0157
H: -0.989 0.156 1.507  0.0710
H: -1.399 -0.189 -0.345  0.0967

The total charge is -1. The value obtained for the LUMO energy is 4.124 eV.

---

Model b:
This record from the Open Molecules 2025 dataset describes a 2-piece molecular cluster, C2H3O3S overall. The level of theory is ωB97M-V/def2-TZVPD.

Last column: Löwdin charge in e.
Positions of all 9 atoms, in Å:
S: -0.220 0.319 0.608  0.6086
O: 1.606 -2.315 0.515  0.0963
O: -0.441 1.676 -1.735  -0.2518
O: -0.301 -2.659 1.785  0.0797
C: 0.572 -2.264 1.079  -0.5926
C: -0.648 1.845 -0.309  -0.6913
H: 0.966 0.452 0.066  -0.1719
H: -1.763 1.891 -0.200  -0.0445
H: 0.229 1.054 -1.809  -0.0325

The total charge is -1. The value obtained for the LUMO energy (alpha / beta) is 3.486 / 3.486 eV.

---

Going by the energies, model b is most stable and the next is 48.6 kcal/mol up.